DFT (ωB97M-V with the def2-TZVPD basis set) results for a molecular structure, C11H17BN6Sn in a non-equilibrium geometry.

Element x y z (Å)
Sn 0.635 0.037 1.433
N -1.557 -1.273 -0.374
N 0.130 -0.259 -1.983
N 1.188 -0.071 -1.137
N -1.370 1.232 -0.669
N -0.519 1.556 0.353
N -0.890 -1.342 0.827
C -1.179 -2.524 1.420
C 1.970 -0.577 -3.157
C -2.141 2.290 -0.946
C 2.387 -1.181 1.432
C -1.790 3.313 -0.085
C 1.390 1.608 2.830
C 2.309 -0.304 -1.828
C -2.348 -2.354 -0.487
C -0.781 2.830 0.737
C -2.125 -3.168 0.622
C 0.580 -0.536 -3.224
B -1.332 -0.128 -1.415
H 2.648 -0.789 -3.959
H 2.151 -2.039 0.793
H 1.963 1.746 1.887
H -0.127 -0.677 -4.033
H 0.925 2.578 3.021
H 3.278 -0.288 -1.348
H -2.590 -4.111 0.816
H 2.572 -1.500 2.467
H -2.218 4.295 -0.057
H 3.224 -0.598 1.030
H 0.459 0.880 2.961
H -0.242 3.318 1.538
H -2.132 -0.180 -2.312
H 2.106 1.286 3.590
H -2.998 -2.442 -1.347
H -2.867 2.206 -1.738
H -0.706 -2.832 2.340

Net charge: +4
Gap between HOMO and LUMO (alpha / beta), eV: 4.21 / 5.49
Molar mass, g mol⁻¹: 362.82
E_LUMO (alpha / beta), eV: -18.704 / -17.470
Energy relative to the best compared isomer or geometry (same formula, charge and spin), eV: 0.483



DFT (ωB97M-V with the def2-TZVPD basis set) results for a single C3H2N2OS2 molecule in a non-equilibrium geometry.

Element x y z (Å)
S -0.780 -0.992 -1.143
S 1.251 0.050 0.907
O -0.689 -0.050 2.734
N -1.178 -0.879 0.590
N 0.962 2.350 -1.802
C -0.377 -0.191 1.541
C 0.751 1.281 -1.305
C 0.779 -0.111 -0.743
H -2.320 -0.860 0.599
H 1.602 -0.598 -1.379

SMILES string: N#C[C@@H]1SNC(=O)S1
Gap between HOMO and LUMO, eV: 9.02
Molar mass, g mol⁻¹: 146.20
E_LUMO, eV: -0.480
Energy relative to the best compared isomer or geometry (same formula, charge and spin), eV: 1.327



DFT (ωB97M-V with the def2-TZVPD basis set) results for a single C5H6O molecule.

Element x y z (Å)
O -0.314 1.386 -0.705
C 1.855 0.193 -0.110
C -0.679 -0.730 0.543
C 0.894 1.245 0.092
C -0.450 0.749 0.529
C -0.808 -1.429 -0.577
H -0.852 -2.512 -0.575
H -0.958 1.334 1.302
H 1.239 2.167 0.554
H -0.823 -0.918 -1.536
H -0.635 -1.203 1.522
H 1.581 -0.355 -1.029

Gap between HOMO and LUMO, eV: 8.45
Molar mass, g mol⁻¹: 82.10
E_LUMO, eV: -0.620
Energy relative to the best compared isomer or geometry (same formula, charge and spin), eV: 5.438



Q: The lowest molar mass belongs to which entry?
A: C5H6O